A structure of composition C48H50BBiCl2N7O8PS. Source: the OMol25 dataset; level of theory: ωB97M-V with the def2-TZVPD basis set.

Values from the calculation:
E_HOMO: -5.11 eV
Energy: -4743.8428 hartree
Gap between HOMO and LUMO: 0.1895 hartree
LUMO: 0.0 eV
M: 1206.71 g mol⁻¹
Energy above the lowest of the compared OMol25 structures with the same formula, charge and spin: 0.0 kcal per mole

CARTESIAN COORDINATES (ANGSTROEM)
C1 -2.4783 -3.1703 2.3464
O1 -2.0885 -0.0997 -1.7399
H1 -3.4468 -3.2639 -1.1560
H2 0.8324 2.7699 4.9472
C2 -1.5503 -2.8517 0.1466
S1 0.8873 -1.5510 2.7253
Cl1 4.2896 -5.4464 -2.3425
C3 3.6490 2.5632 0.8920
H3 -4.7208 3.2418 4.6707
C4 -2.9682 -0.1613 3.6962
H4 0.5110 5.3473 -5.9206
N1 2.9845 -5.8023 1.0406
H5 -2.8015 -0.5763 0.3758
C5 2.4381 -3.4895 -2.2304
H6 -1.5772 2.2294 1.4144
O2 1.4572 -4.0289 -1.7158
H7 -1.2074 -1.3211 6.3389
H8 -2.5227 -5.1846 3.0707
N2 2.7774 -3.4946 0.8715
N3 -0.5422 0.6170 2.1585
O3 -1.2583 -2.0415 -0.8853
H9 -3.2308 -1.7005 -4.6446
C6 -0.4528 2.7210 3.2060
H10 2.5073 -6.6866 0.9882
C7 -3.5624 -2.6298 -2.0289
C8 6.4955 -6.8900 0.8315
H11 3.9674 -3.6173 -3.7738
C9 -2.0681 3.3657 -1.8954
C10 0.4502 2.1652 4.1365
C11 -2.2287 -4.5324 2.2600
H12 0.7003 3.8320 -0.2196
H13 -1.0739 -2.8024 -4.1923
C12 -1.2636 3.0610 -2.9785
H14 -6.0960 2.1313 4.9181
O4 -4.6451 1.4759 3.5857
H15 6.8768 -3.5200 0.7464
H16 -2.2794 -0.2214 -4.5044
H17 -0.5963 8.0973 -2.7815
C13 -1.9419 -0.7384 5.8007
C14 0.8424 6.0236 -5.1328
H18 -5.9287 3.0085 3.3808
O5 2.8654 -2.3156 -2.0270
H19 -3.8605 -0.3358 -3.7201
C15 -0.8966 5.3657 -3.4119
H20 0.9681 7.2854 -2.6891
H21 4.6110 2.8320 1.3088
H22 -4.3141 1.6146 6.2742
C16 5.1166 -6.9532 0.9213
H23 1.5964 0.4349 4.6696
H24 -2.6880 0.2660 7.5412
C17 -1.4345 7.0353 -5.1704
C18 0.1954 7.6398 -3.3722
C19 -1.7137 5.6555 -2.3174
H25 -1.8359 6.2396 -5.7992
H26 -0.7909 -4.6022 -0.8171
H27 -4.4161 -1.9638 -1.8955
C20 -3.7821 0.7635 4.3830
C21 3.3924 1.1623 0.6418
C22 2.2666 -4.6690 0.9424
C23 -2.3166 4.6685 -1.5396
C24 0.3823 0.0401 2.9688
C25 -0.6722 4.0273 -3.7546
O6 -2.5202 2.2001 -1.3071
O7 -1.1813 1.6901 -3.1202
H28 -1.8965 6.6861 -2.0514
O8 -1.0430 -0.0943 1.1057
B1 -1.9485 1.1919 -2.0805
C26 -2.0991 -2.3133 1.3270
C27 -0.9159 1.9203 2.2103
C28 -2.7582 0.1512 6.4682
C29 -0.7095 -2.2313 -3.3396
C30 -1.2662 -4.2151 0.0762
H29 7.0708 -7.8047 0.7936
H30 1.3079 6.8817 -5.6193
H31 0.6263 8.4232 -3.9975
C31 -3.6824 0.9107 5.7534
C32 4.3844 -5.7753 0.9620
H32 4.6071 -7.9077 0.9469
C33 -2.3460 -0.8278 1.3321
C34 -0.3208 6.5012 -4.2593
C35 0.8680 0.8709 4.0037
C36 4.2510 0.1440 0.8854
C37 -5.3844 2.5211 4.1853
P1 -2.1375 -1.5826 -2.4309
H33 -0.0460 -2.8317 -2.7251
H34 1.1889 -4.7827 0.9361
H35 -1.0493 7.8236 -5.8192
C38 7.1378 -5.6562 0.7804
Bi1 1.7888 -1.4050 -0.0279
C39 1.4519 3.1037 0.0509
H36 8.2151 -5.6111 0.6996
C40 1.2369 1.7864 -0.1640
H37 -0.1684 -1.3682 -3.7341
N4 2.1340 0.8038 0.1220
H38 -1.3798 -1.5782 3.9163
C41 6.4003 -4.4875 0.8114
H39 -2.9377 4.9163 -0.6911
H40 1.6059 5.5167 -4.5415
H41 5.2482 0.2720 1.2765
N5 3.8017 -1.1394 0.6401
H42 -3.7674 -3.2476 -2.9024
H43 0.3006 1.4352 -0.5811
H44 -3.7680 0.4745 1.9693
C42 4.1737 -3.3304 0.8730
H45 2.9262 4.5441 0.8043
H46 -2.9903 -2.7796 3.2191
C43 -2.0456 -0.8920 4.4225
H47 -0.0422 3.7404 -4.5815
C44 -1.5989 -5.0468 1.1348
H48 -1.3872 -6.1068 1.0672
N6 4.6833 -2.1535 0.8122
C45 2.7225 3.4986 0.6146
Cl2 2.2818 -5.1000 -4.4447
C46 3.2919 -4.2785 -3.2413
H49 -0.7544 3.7556 3.2426
N7 -3.1711 -0.2598 2.3163
C47 -2.9534 -0.8909 -3.9689
C48 5.0109 -4.5311 0.9092
H50 -2.2558 7.4471 -4.5828

Results of the Löwdin charge analysis, in e, for atoms 1 through 99: C -0.040; O 0.007; H 0.048; H 0.114; C -0.354; S 0.659; Cl 0.651; C -0.057; H 0.097; C -0.176; H 0.080; N 0.132; H 0.147; C -0.838; H 0.142; O -0.089; H 0.109; H 0.101; N -0.016; N -0.088; O -0.293; H 0.050; C -0.034; H 0.153; C -0.112; C -0.084; H 0.061; C -0.194; C -0.030; C -0.075; H 0.086; H 0.068; C -0.167; H 0.096; O -0.101; H 0.113; H 0.051; H 0.070; C -0.077; C -0.065; H 0.093; O -0.178; H 0.059; C -0.164; H 0.094; H 0.105; H 0.101; C -0.037; H 0.111; H 0.101; C -0.043; C -0.055; C -0.027; H 0.089; H 0.113; H 0.070; C -0.215; C -0.323; C -0.156; C 0.021; C -0.688; C 0.077; O 0.217; O 0.224; H 0.105; O -0.093; B -0.803; C -0.112; C -0.022; C -0.091; C -0.108; C -0.032; H 0.103; H 0.085; H 0.084; C -0.027; C -0.227; H 0.112; C -0.196; C -0.560; C -0.066; C -0.143; C -0.077; P 0.739; H 0.020; H 0.121; H 0.085; C -0.079; Bi 1.806; C -0.104; H 0.102; C -0.203; H 0.078; N -0.167; H 0.051; C -0.017; H 0.120; H 0.094; H 0.108